# 1
C9H14 | the ωB97M-V functional and the def2-TZVPD basis

## Properties
- lowest unoccupied orbital energy (alpha / beta) (Ha) = 0.1400 / 0.1388
- max |F| (hartree/bohr) = 0.0274
- gap between HOMO and LUMO (alpha / beta) (eV) = 2.894 / 7.150
- HOMO (alpha / beta) (eV) = 0.915 / -3.373
- relative energy (zero: lowest compared OMol25 entry of this formula, charge and spin) (kcal/mol) = 11.3

Structure (ORCA input):
```
! RIJCOSX wB97M-V def2-TZVPD def2/J DEFGRID3
* xyz -1 2
C 1.862 -1.228 -1.104
C 1.187 -1.119 0.125
C 1.969 -0.498 1.266
C -0.235 -1.856 -2.190
C -2.034 2.373 1.514
C -0.920 -1.586 -0.985
C -1.050 2.119 0.370
C -0.181 -1.309 0.220
C 1.121 -1.594 -2.285
H -1.784 1.739 2.355
H 3.024 -0.419 1.015
H 1.871 -0.982 2.239
H -0.803 -2.377 -2.956
H -3.073 2.156 1.279
H -0.669 -1.228 1.188
H -1.950 3.382 1.910
H -1.515 1.754 -0.543
H -0.469 2.992 0.075
H 1.584 0.523 1.333
H 1.528 -1.490 -3.283
H -0.360 1.323 0.634
H -1.988 -1.799 -0.959
H 2.883 -0.876 -1.219
*
```


# 2
C9H14 | the ωB97M-V functional and the def2-TZVPD basis

## Properties
- lowest unoccupied orbital energy (alpha / beta) (Ha) = 0.1460 / 0.1437
- max |F| (hartree/bohr) = 0.0415
- gap between HOMO and LUMO (alpha / beta) (eV) = 3.062 / 7.396
- HOMO (alpha / beta) (eV) = 0.910 / -3.486
- relative energy (zero: lowest compared OMol25 entry of this formula, charge and spin) (kcal/mol) = 9.0

Structure (ORCA input):
```
! RIJCOSX wB97M-V def2-TZVPD def2/J DEFGRID3
* xyz -1 2
C 2.047 0.585 -0.395
C -0.170 1.413 0.366
C -2.346 -1.666 -0.480
C 0.172 0.705 -2.033
C 0.445 1.830 1.574
C 2.554 0.803 0.924
C 1.764 1.519 1.847
C 0.725 0.905 -0.601
C -1.366 -2.341 0.516
H -1.225 1.490 0.160
H -0.102 2.365 2.350
H -1.911 -0.687 -0.667
H 2.153 1.646 2.853
H -0.446 -1.763 0.566
H -1.791 -2.376 1.519
H 0.686 -0.171 -2.445
H 2.614 0.142 -1.203
H -0.890 0.498 -2.130
H -3.366 -1.561 -0.111
H 3.589 0.639 1.205
H -2.409 -2.207 -1.424
H 0.473 1.598 -2.584
H -1.200 -3.367 0.195
*
```


# 3
C9H14 | the ωB97M-V functional and the def2-TZVPD basis

## Properties
- lowest unoccupied orbital energy (Ha) = 0.0378
- max |F| (hartree/bohr) = 0.0364
- gap between HOMO and LUMO (eV) = 10.134
- HOMO (eV) = -9.106
- relative energy (zero: lowest compared OMol25 entry of this formula, charge and spin) (kcal/mol) = 9.4

Structure (ORCA input):
```
! RIJCOSX wB97M-V def2-TZVPD def2/J DEFGRID3
* xyz 0 1
C -0.440 -1.448 2.294
C 1.555 2.389 -0.326
C 0.791 -1.467 -1.328
C -0.088 -1.371 -0.094
C 0.500 2.505 -1.430
C 0.401 -1.570 1.196
C -2.265 -0.869 0.831
C -1.775 -1.125 2.108
C -1.422 -1.009 -0.262
H -1.832 -0.845 -1.248
H 1.461 -1.747 1.291
H 0.140 3.518 -1.541
H -0.040 -1.539 3.298
H -0.296 1.867 -1.053
H 0.952 -2.501 -1.623
H 0.774 2.025 -2.366
H 2.502 2.920 -0.358
H 0.182 -1.019 -2.111
H -3.298 -0.597 0.695
H -2.400 -0.965 2.975
H 1.002 2.423 0.615
H 1.870 1.335 -0.314
H 1.726 -0.911 -1.249
*
```